No. 1
{"formula": "C6H17NO4", "method": "ωB97M-V/def2-TZVPD", "species": ["H", "H", "H", "H", "C", "O", "H", "H", "H", "H", "C", "H", "C", "H", "C", "O", "H", "C", "O", "N", "C", "H", "O", "H", "H", "H", "H", "H"], "coordinates": [[-1.274, -1.317, -3.178], [0.022, 0.292, -3.076], [-4.712, 1.182, 0.175], [4.085, -0.743, 0.838], [-1.424, 1.084, 0.056], [4.398, 0.038, 1.299], [-3.669, -0.026, 1.102], [0.132, -0.985, 2.714], [-1.142, 0.428, 0.882], [-0.882, -2.033, 2.410], [-0.566, 1.438, -0.900], [4.971, -0.175, 2.033], [0.722, -0.110, -2.343], [2.341, 0.421, 1.758], [-3.721, 0.835, 0.424], [1.855, 0.302, 2.586], [0.248, -1.698, -0.939], [0.286, -1.546, -2.022], [-0.785, -1.225, 2.926], [-2.759, 1.466, -0.066], [0.764, 0.778, -1.073], [0.991, -2.308, -2.368], [-1.035, -1.893, -2.448], [1.557, 1.521, -1.206], [-0.993, 2.066, -1.670], [1.022, 0.180, -0.201], [2.453, 0.743, 3.198], [1.721, -0.147, -2.776]], "forces_ev_per_angstrom": [[-0.06, -0.05, -0.08], [0.18, 0.23, -0.10], [-0.32, 0.08, 0.07], [0.39, -0.38, 0.33], [0.06, -0.45, 0.26], [-0.31, 0.91, -0.54], [0.33, -0.07, -0.13], [-0.06, 0.44, 0.35], [0.01, -0.02, 0.00], [-0.34, -0.08, 0.11], [-0.45, -0.62, 0.69], [0.06, -0.58, 0.03], [0.34, -0.72, 0.65], [-0.08, -0.09, 0.10], [-0.40, -0.36, 0.60], [0.08, 0.11, -0.25], [0.11, 0.19, 0.05], [-0.51, -0.43, 0.60], [0.45, -0.26, -0.44], [0.34, 0.86, -0.83], [-0.02, 0.74, -0.82], [0.06, 0.17, -0.42], [0.22, 0.19, -0.14], [-0.06, 0.05, 0.06], [0.30, 0.17, -0.28], [-0.06, -0.06, 0.08], [-0.20, -0.07, 0.26], [-0.04, 0.09, -0.22]], "relative_energy_kcal_mol": 52.8, "smiles": "C=N/C=C/CCCO.O.O.O", "homo_lumo_gap_ev": 8.93, "fmax_ev_per_a": 1.24, "total_energy_ev": -16175.969, "total_charge": 0}

No. 2
{"formula": "C36H36F6N6O6S2Ti", "method": "ωB97M-V/def2-TZVPD", "species": ["N", "H", "H", "H", "N", "C", "H", "H", "H", "C", "C", "H", "H", "C", "H", "C", "C", "C", "H", "C", "C", "H", "C", "H", "C", "H", "C", "C", "F", "H", "C", "H", "H", "H", "C", "H", "H", "H", "H", "H", "C", "H", "H", "C", "O", "C", "H", "C", "N", "C", "C", "H", "N", "C", "C", "C", "S", "C", "H", "O", "C", "H", "C", "O", "C", "C", "H", "C", "C", "H", "H", "N", "N", "F", "H", "C", "O", "F", "O", "H", "F", "S", "C", "H", "H", "C", "F", "H", "C", "F", "C", "Ti", "O"], "coordinates": [[-1.058, -2.420, 0.343], [1.538, 7.172, -0.444], [-1.349, -4.868, -1.879], [-5.138, -4.267, 0.375], [-1.586, -0.178, 1.341], [-5.517, -2.400, 1.233], [-2.928, -4.161, -0.069], [2.492, 5.089, 0.500], [0.943, -4.479, -2.514], [-2.361, -2.269, 0.645], [4.944, -2.360, 3.024], [6.457, 0.367, -1.071], [-2.180, 0.904, 3.023], [-0.282, 1.617, 2.342], [4.158, -1.668, 4.839], [3.191, 1.552, 0.618], [-2.661, -0.961, 1.234], [1.519, 5.079, 0.018], [1.541, -2.152, -3.412], [-0.627, -3.708, -0.196], [-0.291, 3.858, -0.626], [2.464, -3.349, -1.267], [-3.309, -3.275, 0.414], [-5.969, -0.509, 2.018], [0.986, 6.244, -0.510], [0.445, -3.791, -0.028], [5.541, 0.695, -0.596], [-0.951, -3.866, -1.692], [-6.700, 2.510, -1.405], [-6.561, -2.672, 1.322], [3.951, -1.758, 3.778], [-0.133, -3.706, -3.652], [-3.952, 0.520, 1.977], [2.173, -0.773, 4.188], [2.743, -1.216, 3.384], [-1.078, -4.512, 0.392], [0.339, -1.483, -2.387], [5.845, -2.660, 3.543], [0.121, 0.042, 3.764], [6.492, 1.167, 1.269], [0.625, 0.547, 2.930], [-1.883, 4.861, -1.648], [-1.747, -3.163, -1.951], [-0.258, 6.185, -1.119], [-4.367, 2.818, 0.295], [-0.914, 4.967, -1.181], [2.937, -1.722, -1.737], [-1.676, 1.083, 2.066], [-3.049, 1.260, -1.015], [5.561, 1.147, 0.717], [-3.926, -0.509, 1.647], [4.103, -2.715, -0.248], [0.899, 3.901, -0.029], [2.583, -1.842, 0.914], [1.015, -2.335, -2.473], [-1.910, 1.068, -3.527], [-4.125, 2.418, -1.058], [4.347, 0.668, -1.299], [1.523, 1.028, 3.331], [-3.594, -0.692, -2.547], [3.862, -2.402, 0.756], [2.275, 1.920, 1.057], [-5.159, -1.130, 1.651], [-1.406, -0.432, -1.488], [0.238, -3.647, -2.626], [4.388, 1.589, 1.317], [-0.708, 7.074, -1.543], [-4.670, -3.336, 0.676], [3.166, 1.075, -0.687], [4.409, 1.966, 2.332], [0.171, 2.025, 1.435], [1.035, -0.418, 1.913], [1.691, -1.799, -0.074], [-1.095, 2.042, -3.153], [4.310, 0.332, -2.328], [4.887, -2.608, 1.665], [0.795, 0.789, -0.697], [-2.900, 1.570, -4.256], [1.854, 0.878, -2.657], [-0.764, 2.883, -0.676], [-5.668, 1.334, -2.897], [-2.597, 0.201, -2.047], [2.092, -2.325, -1.385], [-2.269, 1.812, 1.506], [5.775, -3.060, 1.236], [1.884, 0.933, -1.453], [-5.963, 0.538, -0.902], [-0.361, 2.449, 3.043], [-5.710, 1.643, -1.606], [-1.236, 0.183, -4.261], [2.130, -1.141, 2.119], [-0.007, -0.668, 0.184], [-3.844, 3.405, -2.056]], "forces_ev_per_angstrom": [[0.02, 0.01, 0.03], [0.00, 0.00, 0.00], [0.00, 0.00, 0.00], [0.00, 0.00, 0.00], [-0.01, 0.04, 0.00], [-0.01, -0.01, -0.01], [0.00, 0.00, 0.00], [0.00, 0.00, 0.00], [0.00, 0.00, 0.00], [0.06, -0.04, 0.01], [0.00, 0.00, -0.02], [0.00, 0.00, 0.00], [0.00, 0.00, 0.00], [0.01, 0.00, -0.01], [0.00, 0.00, 0.00], [0.02, -0.02, 0.00], [0.01, -0.01, -0.01], [0.00, 0.01, 0.00], [0.00, 0.00, 0.00], [0.01, -0.01, -0.01], [0.00, 0.00, -0.01], [0.00, 0.00, 0.00], [-0.02, 0.03, 0.00], [0.00, 0.00, 0.00], [0.00, 0.00, 0.00], [0.00, 0.00, 0.00], [-0.01, 0.00, 0.01], [0.00, 0.01, 0.00], [0.01, 0.01, 0.00], [0.00, 0.00, 0.00], [-0.02, 0.00, 0.02], [0.00, 0.00, 0.00], [0.00, 0.00, 0.00], [-0.01, 0.00, 0.00], [0.01, -0.01, 0.01], [0.00, 0.00, 0.00], [0.01, 0.01, 0.00], [0.00, 0.00, 0.00], [-0.01, 0.00, 0.00], [0.00, 0.00, 0.00], [0.00, 0.00, -0.02], [0.00, 0.00, 0.00], [0.00, 0.00, 0.00], [0.00, 0.00, 0.00], [0.01, 0.00, -0.01], [0.01, 0.00, -0.02], [0.00, 0.01, 0.00], [0.01, -0.01, 0.00], [0.04, -0.05, 0.03], [0.00, 0.00, -0.01], [-0.01, 0.00, -0.01], [0.00, 0.00, 0.00], [0.00, 0.01, 0.00], [-0.01, -0.03, -0.01], [-0.01, -0.01, 0.01], [0.02, -0.01, 0.00], [-0.02, 0.05, -0.01], [0.01, 0.00, -0.01], [0.00, 0.00, 0.01], [0.00, 0.03, -0.01], [0.00, 0.03, 0.00], [0.00, 0.00, 0.00], [0.00, 0.02, 0.00], [0.04, -0.12, -0.02], [0.01, -0.01, 0.00], [-0.01, 0.00, 0.01], [0.00, 0.00, 0.00], [0.00, -0.01, 0.00], [-0.01, 0.02, 0.01], [0.00, 0.00, 0.00], [-0.01, 0.00, 0.01], [-0.01, -0.01, 0.07], [-0.02, 0.00, -0.04], [0.00, 0.02, -0.01], [0.00, 0.00, 0.00], [0.01, 0.00, 0.01], [-0.04, -0.06, 0.06], [-0.01, 0.00, -0.01], [0.00, 0.00, 0.00], [-0.03, 0.00, 0.02], [0.00, 0.00, 0.00], [-0.02, 0.10, 0.02], [0.01, -0.01, 0.00], [0.00, 0.00, 0.00], [0.00, 0.00, 0.00], [0.01, -0.03, 0.00], [0.00, 0.00, 0.01], [0.00, -0.01, 0.00], [-0.03, -0.05, 0.00], [-0.01, 0.00, 0.00], [0.00, 0.00, -0.01], [0.00, 0.10, -0.10], [0.01, 0.00, 0.00]], "relative_energy_kcal_mol": 0.0, "homo_lumo_gap_ev": 6.89, "fmax_ev_per_a": 0.15, "total_energy_ev": -120234.887, "total_charge": 0}

No. 3
{"formula": "C37H42FN3OP2S6SiTi", "method": "ωB97M-V/def2-TZVPD", "species": ["H", "H", "H", "C", "H", "C", "H", "H", "S", "C", "H", "H", "Si", "C", "C", "H", "F", "H", "H", "C", "H", "H", "H", "H", "C", "H", "H", "H", "C", "C", "H", "C", "H", "P", "H", "H", "C", "C", "C", "C", "C", "C", "H", "H", "C", "C", "H", "H", "C", "H", "H", "H", "H", "H", "C", "H", "H", "N", "H", "H", "C", "C", "H", "C", "C", "N", "H", "S", "H", "C", "H", "C", "C", "C", "H", "C", "H", "C", "C", "N", "S", "S", "C", "S", "C", "P", "O", "C", "C", "C", "H", "C", "Ti", "S"], "coordinates": [[5.356, -2.940, 0.501], [0.651, -0.963, 4.693], [-1.778, -1.141, 2.302], [2.541, -1.330, 1.457], [0.776, 2.646, 6.709], [-1.036, -4.553, 0.647], [-2.258, 0.306, -1.968], [-1.565, -5.380, -5.191], [-2.335, -4.039, -3.386], [2.675, 2.138, -2.495], [-2.928, -3.175, 3.102], [0.806, 3.806, 5.375], [0.631, 1.512, 4.504], [0.313, 2.907, 5.752], [2.436, -1.911, -0.868], [-2.244, -2.577, -1.017], [-1.926, 1.681, 0.877], [-1.928, 1.493, 5.359], [-1.246, 3.753, -2.417], [-4.589, 1.315, 3.289], [-2.051, 0.533, -6.093], [-0.733, 3.149, 5.929], [-4.321, 1.257, 5.415], [2.994, 2.261, 4.557], [-2.390, -1.820, -1.786], [-2.249, -0.266, -0.332], [0.337, -3.480, -0.595], [-2.465, -5.363, 2.031], [-3.925, 1.435, 2.075], [-1.835, -0.467, -1.329], [4.147, -2.926, -1.661], [3.784, -1.925, 1.553], [-0.902, -0.420, 5.314], [0.185, -0.608, 0.322], [0.556, -0.237, 6.293], [-0.715, -2.312, -3.033], [2.485, 1.333, 4.294], [-3.833, 1.339, 4.451], [3.692, -2.494, -0.777], [-2.560, 1.563, 2.082], [-1.354, -4.364, -4.862], [4.073, 0.941, -4.047], [-3.027, 2.813, -6.210], [4.997, 0.862, -4.610], [1.943, 0.039, -3.411], [-2.209, 3.416, -4.321], [-3.473, -1.695, -1.888], [-0.833, -5.507, 0.174], [3.116, -0.062, -4.138], [1.911, -1.911, -1.810], [-1.610, -3.678, -5.670], [4.598, 2.813, -3.133], [-5.667, 1.217, 3.319], [2.121, -0.821, 2.317], [4.365, -2.506, 0.435], [-2.624, 4.416, -4.370], [4.326, -1.878, 2.489], [1.996, 1.733, 0.762], [-0.681, -0.106, -4.148], [1.207, -0.750, -3.468], [1.711, 1.136, -2.584], [-1.806, -2.333, -3.089], [2.825, 0.536, 4.963], [-1.957, -4.469, 1.687], [-0.901, 1.773, -3.146], [-0.346, -0.342, -1.343], [2.480, 2.992, -1.858], [0.695, 4.736, -1.133], [3.287, -0.925, -4.773], [-2.432, 2.518, -5.352], [-2.121, -1.716, -3.931], [3.850, 2.034, -3.226], [1.855, -1.321, 0.245], [-1.452, 3.050, -3.214], [2.817, 1.101, 3.283], [-0.384, -3.416, 0.210], [-0.288, -4.279, -4.649], [-1.120, 0.878, -4.194], [-1.886, 1.241, -5.288], [-0.367, 1.703, 3.067], [1.684, 3.982, 2.502], [3.455, 4.073, 1.435], [-1.570, -2.101, 1.839], [-0.793, 4.170, 0.223], [-1.726, 1.593, 3.213], [0.144, 1.402, -1.672], [4.313, 1.209, 1.646], [-2.219, -3.246, 2.286], [-0.655, -2.174, 0.792], [-2.454, 1.473, 4.420], [-4.438, 1.442, 1.122], [0.158, -0.179, 5.274], [0.351, 2.331, 1.226], [3.561, 2.055, 0.678]], "forces_ev_per_angstrom": [[0.00, -0.01, 0.00], [0.03, 0.00, -0.04], [0.02, -0.01, 0.02], [-0.01, 0.07, -0.05], [0.00, 0.00, 0.03], [-0.04, -0.05, 0.04], [0.02, 0.01, -0.02], [-0.01, -0.01, 0.01], [0.03, 0.00, -0.03], [-0.07, -0.14, 0.00], [-0.01, -0.01, 0.00], [0.01, 0.00, -0.03], [0.17, -0.24, 0.10], [0.17, -0.15, -0.11], [0.02, -0.05, 0.04], [-0.02, 0.05, -0.03], [-0.11, -0.19, 0.12], [0.04, 0.02, 0.03], [-0.02, 0.07, 0.05], [-0.07, -0.01, 0.00], [0.00, 0.01, 0.00], [-0.06, -0.02, -0.01], [-0.01, 0.00, 0.00], [-0.02, 0.02, 0.01], [-0.12, -0.04, 0.03], [0.04, -0.03, -0.04], [0.01, -0.02, -0.01], [0.00, 0.00, 0.01], [0.08, 0.01, -0.04], [-0.05, 0.00, -0.07], [0.01, 0.00, 0.01], [0.09, -0.01, 0.01], [-0.07, 0.00, -0.01], [0.07, 0.16, 0.01], [0.02, -0.01, 0.02], [0.01, -0.01, 0.02], [-0.25, 0.07, 0.06], [-0.07, -0.01, 0.01], [-0.02, -0.01, -0.07], [-0.07, -0.05, 0.05], [0.00, -0.02, -0.05], [0.07, 0.02, 0.00], [0.01, -0.01, 0.00], [0.00, -0.01, 0.00], [0.01, 0.08, 0.07], [-0.07, 0.06, -0.04], [0.01, -0.01, -0.05], [-0.01, 0.00, 0.01], [0.05, -0.04, -0.07], [-0.06, 0.03, -0.05], [-0.02, 0.02, 0.02], [0.01, -0.01, -0.01], [0.00, 0.00, 0.01], [-0.02, 0.01, -0.01], [0.06, -0.01, 0.04], [0.00, 0.00, -0.01], [0.00, -0.01, 0.01], [-0.13, 0.16, 0.24], [0.02, -0.08, -0.03], [-0.05, -0.04, 0.00], [0.07, -0.02, -0.01], [0.05, 0.02, -0.03], [0.05, -0.05, 0.05], [-0.03, 0.03, 0.05], [-0.05, 0.03, -0.06], [-0.11, 0.17, 0.05], [-0.02, 0.06, 0.04], [-0.21, -0.09, 0.19], [0.01, 0.01, 0.00], [-0.04, 0.01, -0.04], [-0.01, -0.01, -0.02], [0.06, 0.02, -0.03], [0.05, -0.01, -0.04], [-0.01, -0.17, -0.01], [-0.05, -0.03, -0.02], [0.04, 0.16, 0.15], [0.00, 0.01, 0.03], [0.06, 0.18, 0.11], [-0.04, 0.00, -0.06], [-0.02, 0.15, -0.04], [0.02, 0.00, -0.13], [-0.17, 0.11, 0.30], [0.04, -0.01, -0.14], [0.18, -0.21, -0.09], [-0.21, -0.12, 0.00], [-0.13, -0.32, 0.12], [0.02, 0.00, -0.12], [-0.04, -0.12, -0.01], [-0.07, -0.13, 0.09], [0.03, 0.05, -0.05], [-0.02, -0.01, 0.01], [0.10, 0.19, 0.00], [1.07, 0.92, -0.48], [-0.23, -0.34, 0.04]], "relative_energy_kcal_mol": 34.5, "homo_lumo_gap_ev": 4.04, "fmax_ev_per_a": 1.49, "total_energy_ev": -162873.198, "total_charge": -2}

No. 4
{"formula": "C3H11N3O", "method": "ωB97M-V/def2-TZVPD", "species": ["H", "N", "O", "H", "H", "C", "N", "H", "N", "H", "H", "H", "H", "C", "H", "H", "H", "C"], "coordinates": [[0.420, 1.143, 2.105], [-0.189, -1.278, -0.313], [0.806, 1.003, 0.064], [2.122, 0.864, 1.626], [-1.087, -0.424, -0.600], [1.199, 1.388, 1.376], [-0.295, -2.274, 0.729], [1.383, 2.464, 1.408], [0.238, -1.945, -1.517], [0.521, -0.273, -0.037], [-2.337, 1.590, -1.260], [-1.020, -2.938, 0.463], [1.231, -1.775, -1.648], [-1.474, 1.084, -0.846], [-0.272, -1.498, -2.278], [-0.190, 2.847, -0.370], [-0.588, -1.784, 1.569], [-0.467, 1.807, -0.471]], "forces_ev_per_angstrom": [[0.03, 0.00, 0.00], [0.74, 1.35, -0.26], [-0.78, 1.20, -0.47], [-0.04, 0.00, -0.03], [0.07, 0.13, 0.14], [-0.15, 0.10, -0.08], [0.17, 0.33, -0.14], [0.00, -0.04, 0.00], [-0.30, 0.43, 0.38], [-1.19, -1.73, -0.22], [-0.05, 0.12, 0.04], [-0.03, 0.22, 0.00], [-0.11, -0.04, -0.07], [0.12, -1.17, -0.07], [0.20, -0.07, 0.07], [-0.02, 0.08, -0.11], [-0.12, -0.05, -0.07], [1.44, -0.87, 0.90]], "relative_energy_kcal_mol": 153.2, "homo_lumo_gap_ev": 8.82, "fmax_ev_per_a": 2.11, "total_energy_ev": -9801.356, "total_charge": 0}